{"formula": "C49H38Cl2F3NO30P", "method": "ωB97M-V/def2-TZVPD", "symbols": ["C", "C", "Cl", "C", "Cl", "C", "C", "C", "C", "F", "F", "F", "P", "N", "O", "O", "H", "H", "H", "H", "H", "H", "H", "H", "H", "H", "C", "C", "C", "O", "C", "C", "C", "O", "O", "O", "H", "H", "H", "H", "C", "C", "C", "O", "C", "C", "C", "O", "O", "O", "H", "H", "H", "H", "C", "C", "C", "O", "C", "C", "C", "O", "O", "O", "H", "H", "H", "H", "C", "C", "C", "O", "C", "C", "C", "O", "O", "O", "H", "H", "H", "H", "C", "C", "C", "O", "C", "C", "C", "O", "O", "O", "H", "H", "H", "H", "C", "C", "C", "O", "C", "C", "C", "O", "O", "O", "H", "H", "H", "H", "C", "C", "C", "O", "C", "C", "C", "O", "O", "O", "H", "H", "H", "H"], "coordinates": [[3.0926, -2.6463, -0.2019], [2.0086, -1.6138, -0.1613], [2.1443, -0.5758, 1.2513], [1.0251, -1.4110, -1.0308], [1.0380, -2.6276, -2.3795], [-0.0432, -0.4203, -1.1027], [-0.8110, -0.3162, 0.2342], [-2.3440, -0.5290, 0.1120], [-2.9304, -0.5902, -1.2709], [-4.3122, -0.6807, -1.1341], [-2.7287, 0.5022, -2.0304], [-2.5912, -1.6953, -1.9746], [0.6040, 1.0907, -1.6447], [-0.3480, 2.3606, -1.4026], [0.9111, 0.9602, -3.2172], [2.0866, 1.4277, -1.0663], [3.9203, -2.2296, 0.3569], [2.7812, -3.5872, 0.2577], [3.4328, -2.8224, -1.2159], [-0.6037, 0.6242, 0.7496], [-0.4364, -1.1184, 0.8574], [-2.6213, -1.4661, 0.5872], [-2.8935, 0.2610, 0.6263], [-1.2033, 2.0662, -0.9452], [0.7104, 1.8349, -3.5878], [1.9720, 2.0157, -0.3122], [1.9712, 2.7474, -6.4860], [1.0699, 3.5254, -5.8688], [0.8246, 4.9631, -6.2687], [-0.0303, 5.5707, -5.6547], [1.6150, 5.5246, -7.3462], [2.5177, 4.7498, -7.9610], [2.7422, 3.3035, -7.5734], [3.5789, 2.6950, -8.2181], [3.2924, 5.1604, -8.9551], [0.3212, 3.1062, -4.8624], [2.1448, 1.7192, -6.1988], [1.4470, 6.5569, -7.6184], [3.8377, 4.3846, -9.1972], [-0.2473, 3.8518, -4.5821], [-2.0993, -4.7664, -0.5817], [-2.4545, -6.0371, -0.8148], [-2.3710, -7.1115, 0.2462], [-2.7388, -8.2310, -0.0707], [-1.8655, -6.7624, 1.5546], [-1.5044, -5.4921, 1.7924], [-1.6162, -4.4135, 0.7343], [-1.2788, -3.2944, 1.0702], [-1.0294, -5.0581, 2.9462], [-2.9100, -6.4749, -1.9811], [-2.1529, -3.9883, -1.3316], [-1.7963, -7.5445, 2.2978], [-0.8591, -4.1014, 2.8092], [-3.0865, -7.4273, -1.8561], [-2.3650, -8.2528, 8.0782], [-3.2981, -7.4798, 8.6505], [-3.7502, -6.1690, 8.0410], [-4.6187, -5.5633, 8.6454], [-3.1367, -5.7268, 6.8131], [-2.1982, -6.4968, 6.2373], [-1.7644, -7.8199, 6.8353], [-0.9202, -8.4476, 6.2229], [-1.5799, -6.1790, 5.1161], [-3.9106, -7.7781, 9.7851], [-2.0391, -9.1903, 8.5057], [-3.4539, -4.7832, 6.3924], [-0.9567, -6.9103, 4.9343], [-4.5326, -7.0402, 9.9494], [4.0281, 4.5915, -1.1740], [2.7886, 4.9329, -1.5879], [2.4454, 6.3506, -2.0081], [1.3078, 6.5581, -2.3841], [3.4781, 7.3647, -1.9375], [4.7025, 7.0137, -1.5226], [5.0529, 5.5935, -1.1257], [6.2127, 5.4068, -0.7840], [5.7205, 7.8558, -1.4188], [1.8007, 4.0821, -1.6525], [4.2776, 3.5815, -0.8782], [3.2243, 8.3755, -2.2237], [6.4687, 7.3099, -1.0981], [1.0170, 4.5651, -1.9817], [-10.0396, -1.2444, -0.0010], [-9.0421, -0.6448, 0.6644], [-7.7389, -0.2532, -0.0053], [-6.9211, 0.3038, 0.7012], [-7.5606, -0.5626, -1.4080], [-8.5584, -1.1642, -2.0699], [-9.8669, -1.5317, -1.4070], [-10.7125, -2.0602, -2.1094], [-8.4995, -1.4920, -3.3530], [-9.0910, -0.3355, 1.9490], [-10.9719, -1.5239, 0.4687], [-6.6220, -0.2984, -1.8754], [-9.3581, -1.9087, -3.5612], [-8.2299, 0.0888, 2.1469], [7.9069, 1.2134, 0.4300], [6.7072, 0.6135, 0.3450], [6.4551, -0.5510, -0.5931], [5.3354, -1.0187, -0.5624], [7.5321, -1.0114, -1.4441], [8.7234, -0.4064, -1.3561], [8.9850, 0.7384, -0.3998], [10.1178, 1.1944, -0.4001], [9.7804, -0.7416, -2.0833], [5.6550, 0.9729, 1.0526], [8.0979, 2.0439, 1.0945], [7.3365, -1.8299, -2.1223], [10.4928, -0.1334, -1.8005], [4.9134, 0.3820, 0.7941], [-1.1057, 3.7170, 3.7264], [-0.2357, 4.3574, 4.5149], [1.0571, 4.9379, 3.9900], [1.7599, 5.5173, 4.8077], [1.3716, 4.7736, 2.5993], [0.5078, 4.1268, 1.7867], [-0.8058, 3.5650, 2.3116], [-1.5431, 3.0139, 1.5227], [0.7415, 3.9415, 0.5117], [-0.4130, 4.5500, 5.8174], [-2.0327, 3.3020, 4.0959], [2.3075, 5.1776, 2.2379], [0.0011, 3.4239, 0.0647], [0.3799, 5.0433, 6.1112]], "forces_ev_per_angstrom": [[-0.148, 0.108, 0.394], [0.277, -0.396, -0.080], [0.022, 0.127, 0.129], [-0.551, 0.105, -0.533], [0.051, -0.111, -0.105], [1.183, 0.317, 1.091], [-0.234, -0.188, -0.866], [0.274, 0.339, 0.084], [-0.612, -0.125, 0.010], [0.364, 0.008, -0.168], [-0.004, -0.555, 0.176], [-0.021, 0.543, 0.112], [-1.749, -0.044, -0.098], [0.377, 0.071, 0.568], [0.475, 0.096, 0.270], [0.242, -0.050, -0.317], [0.040, -0.407, 0.110], [-0.056, -0.063, -0.052], [-0.083, -0.088, -0.077], [-0.215, 0.013, 0.102], [-0.069, 0.056, 0.267], [-0.087, -0.078, -0.026], [-0.037, 0.075, -0.020], [-0.180, -0.065, -0.343], [0.066, -0.242, -0.184], [0.008, 0.072, 0.038], [0.059, -0.114, -0.016], [0.108, -0.067, -0.027], [0.039, 0.081, -0.077], [-0.038, -0.060, 0.055], [-0.031, 0.084, -0.001], [-0.051, 0.054, 0.043], [-0.052, -0.066, 0.100], [0.042, 0.056, -0.059], [0.030, 0.010, -0.049], [-0.152, 0.269, -0.043], [-0.025, 0.008, 0.034], [0.010, -0.003, -0.014], [0.002, -0.046, 0.011], [-0.029, -0.003, 0.019], [-0.021, 0.105, -0.069], [0.025, 0.071, 0.019], [0.049, 0.006, 0.110], [-0.018, 0.003, -0.082], [-0.011, -0.091, 0.055], [-0.013, -0.084, -0.021], [0.005, -0.016, -0.236], [0.037, -0.156, 0.222], [0.165, 0.229, -0.479], [-0.028, -0.028, -0.031], [0.028, -0.009, -0.005], [0.001, 0.014, 0.011], [0.031, 0.023, -0.012], [-0.001, -0.028, 0.025], [0.052, -0.083, 0.006], [0.058, -0.051, -0.031], [0.037, 0.066, -0.103], [-0.012, -0.043, 0.082], [-0.056, 0.085, -0.010], [-0.054, 0.034, 0.051], [-0.036, -0.063, 0.107], [0.032, 0.049, -0.073], [-0.195, -0.248, 0.529], [-0.031, -0.009, 0.045], [-0.019, 0.000, 0.012], [0.017, -0.008, -0.029], [0.063, 0.039, -0.062], [-0.018, 0.036, -0.022], [0.048, -0.081, 0.071], [0.206, -0.064, 0.049], [0.055, 0.090, 0.018], [-0.045, -0.085, -0.012], [-0.042, 0.066, -0.029], [-0.079, 0.032, -0.023], [-0.042, -0.096, 0.018], [0.031, 0.080, 0.005], [0.048, 0.044, -0.002], [0.493, 0.526, -0.984], [-0.047, -0.020, -0.035], [0.017, 0.003, -0.001], [0.007, -0.055, 0.006], [-0.221, -0.204, 0.152], [-0.105, -0.037, 0.008], [-0.056, -0.050, -0.033], [0.014, -0.055, -0.148], [-0.033, 0.026, 0.094], [0.150, 0.102, -0.024], [0.053, 0.025, 0.058], [-0.039, 0.002, 0.124], [0.039, -0.015, -0.081], [-0.016, 0.000, -0.043], [-0.002, 0.019, 0.054], [0.006, 0.014, 0.017], [0.010, -0.030, 0.010], [-0.035, -0.009, 0.012], [0.040, 0.017, -0.025], [0.073, 0.061, 0.070], [0.050, 0.072, -0.008], [-0.014, 0.159, 0.062], [0.319, 0.148, -0.271], [-0.044, -0.095, -0.034], [-0.072, -0.029, -0.011], [-0.087, 0.080, 0.085], [0.055, -0.051, -0.068], [0.050, -0.023, -0.027], [-0.022, -0.033, -0.010], [-0.032, 0.011, -0.005], [0.018, 0.005, -0.008], [0.006, 0.040, 0.037], [-0.043, 0.015, -0.010], [-0.050, -0.034, 0.009], [-0.065, -0.049, -0.036], [0.086, -0.007, -0.152], [-0.031, 0.002, 0.106], [0.064, 0.059, 0.106], [0.009, -0.002, -0.081], [-0.014, 0.015, 0.086], [-0.033, 0.020, -0.001], [-0.294, 0.268, 1.221], [-0.024, 0.014, 0.077], [0.000, 0.003, 0.007], [-0.013, -0.019, -0.045], [0.270, -0.464, -0.789], [0.046, 0.023, -0.035]], "mulliken_charge": [-1.62, 0.93, -0.28, -0.69, -0.34, -0.34, -0.34, -0.98, 0.77, -0.31, -0.25, -0.20, 1.72, -0.85, -0.51, -0.37, 0.43, 0.21, 0.51, 0.27, 0.69, 0.26, 0.23, 0.11, 0.08, 0.23, -0.84, -0.04, 1.13, -0.65, -1.11, 0.35, 1.08, -0.64, -0.59, -0.56, 0.59, 0.43, 0.38, 0.31, -0.97, 0.29, 0.89, -0.66, -0.99, 0.44, 0.87, -0.55, -0.51, -0.61, 0.65, 0.44, 0.33, 0.36, -1.03, 0.33, 1.05, -0.64, -0.94, -0.05, 1.17, -0.64, -0.30, -0.58, 0.42, 0.46, 0.36, 0.38, -1.01, -0.43, 1.24, -0.66, -1.21, 0.29, 1.00, -0.69, -0.62, 0.45, 0.79, 0.45, 0.39, 0.14, -1.01, 0.39, 1.06, -0.63, -1.10, 0.44, 1.02, -0.65, -0.58, -0.59, 0.41, 0.49, 0.37, 0.38, -0.95, 0.27, 0.88, -0.36, -1.21, 0.40, 1.16, -0.67, -0.60, -0.56, 0.46, 0.46, 0.37, 0.31, -1.20, 0.22, 0.94, -0.68, -0.69, 0.19, 1.02, -0.59, -0.30, -0.61, 0.46, 0.54, 0.07, 0.37], "homo_lumo_gap_ev": 3.764, "charge": -1, "e_lumo_ev": -0.31, "e_above_lowest_ev": 0.000, "energy_ev": -156830.5412, "homo_ev": -4.072}